Record 1
Computed, not measured: C43H64BrCl22I2NS as an isolated structure at a distorted geometry, with ωB97M-V/def2-TZVPD.

Calculated values
M = 1740.74 u
Maximum force = 0.0407 hartree/bohr
E_LUMO = 0.011 Eh
DFT total energy = -419692.8332 eV

XYZ file:
```
134
C43H64BrCl22I2NS, DFT ωB97M-V/def2-TZVPD
C -0.112 -5.966 0.424
C 0.084 -6.164 -0.756
C 0.203 -6.021 -2.264
C 0.145 -4.542 -2.718
C 0.507 -4.161 -4.030
C 0.428 -2.834 -4.497
C -0.006 -1.860 -3.579
C -0.352 -2.178 -2.236
C -0.272 -3.531 -1.834
N -0.788 -1.201 -1.267
C 0.308 -0.277 -0.843
C 1.047 -0.661 0.459
C 0.173 -0.612 1.741
Br 2.068 -2.358 0.336
C -1.862 -0.391 -1.840
C -1.754 0.226 -3.118
C -2.772 1.028 -3.667
C -3.952 1.193 -2.905
C -4.082 0.565 -1.655
C -3.062 -0.229 -1.087
C -3.252 -0.929 0.275
I -3.411 0.428 1.935
C -4.499 -1.885 0.146
C -4.398 -2.839 -1.092
I -4.390 -3.182 1.921
S -0.212 -0.110 -4.008
H -0.250 -5.701 1.466
H -0.653 -6.591 -2.684
H 1.179 -6.458 -2.540
H 0.857 -4.945 -4.705
H 0.674 -2.536 -5.522
H -0.581 -3.736 -0.797
H 1.075 -0.283 -1.654
H -0.038 0.777 -0.783
H 1.830 0.114 0.605
H 0.013 0.447 2.009
H -0.795 -1.131 1.639
H 0.726 -1.153 2.538
H -2.673 1.488 -4.661
H -4.802 1.788 -3.272
H -5.015 0.664 -1.072
H -2.389 -1.616 0.382
H -5.445 -1.311 0.151
H -5.259 -2.651 -1.762
H -4.421 -3.891 -0.750
H -3.470 -2.726 -1.682
Cl -3.831 1.840 5.364
C -2.916 3.342 5.067
C -3.820 4.540 4.926
Cl -4.783 4.473 3.425
H -2.305 3.195 4.178
H -2.250 3.480 5.918
H -3.222 5.450 4.880
H -4.508 4.626 5.765
Cl 4.419 3.440 -2.260
C 2.942 2.495 -2.568
C 1.983 3.202 -3.494
Cl 1.256 4.636 -2.730
H 2.479 2.275 -1.606
H 3.259 1.553 -3.018
H 1.165 2.529 -3.751
H 2.466 3.520 -4.416
Cl 3.606 0.299 3.518
C 5.259 0.119 2.874
C 5.532 1.073 1.736
Cl 4.595 0.657 0.282
H 5.391 -0.917 2.567
H 5.944 0.322 3.697
H 6.585 1.029 1.458
H 5.296 2.101 2.008
Cl -0.156 -3.685 3.446
C -0.593 -2.981 5.023
C 0.565 -2.991 5.990
Cl 0.992 -4.642 6.513
H -1.447 -3.531 5.413
H -0.906 -1.954 4.833
H 0.299 -2.434 6.888
H 1.453 -2.536 5.556
Cl 1.469 -7.368 -5.314
C 0.042 -8.386 -5.636
C -0.974 -7.686 -6.506
Cl -1.763 -6.331 -5.661
H -0.387 -8.679 -4.678
H 0.401 -9.284 -6.138
H -1.761 -8.385 -6.788
H -0.520 -7.298 -7.416
Cl -6.836 4.852 0.760
C -5.922 6.350 0.457
C -6.827 7.548 0.302
Cl -7.785 7.480 -1.200
H -5.306 6.196 -0.427
H -5.262 6.494 1.313
H -6.228 8.458 0.254
H -7.518 7.638 1.138
Cl 3.004 -4.330 -5.733
C 4.568 -4.061 -6.544
C 4.647 -4.768 -7.878
Cl 4.704 -6.542 -7.687
H 5.358 -4.389 -5.871
H 4.667 -2.987 -6.686
H 5.547 -4.483 -8.401
H 3.795 -4.524 -8.511
Cl 0.794 3.270 4.193
C 2.025 3.691 2.974
C 1.404 4.208 1.699
Cl 0.529 2.935 0.817
H 2.637 2.809 2.795
H 2.657 4.462 3.414
H 2.183 4.579 1.032
H 0.707 5.022 1.893
Cl 6.091 -2.251 -8.609
C 7.310 -1.782 -9.824
C 6.678 -1.252 -11.087
Cl 5.824 -2.525 -11.995
H 7.937 -2.649 -10.024
H 7.931 -1.011 -9.369
H 7.449 -0.855 -11.747
H 5.967 -0.455 -10.875
Cl 0.597 2.674 8.562
C 1.521 4.171 8.277
C 0.622 5.376 8.143
Cl -0.339 5.324 6.645
H 2.132 4.027 7.387
H 2.185 4.301 9.131
H 1.222 6.285 8.104
H -0.067 5.459 8.983
Cl -1.976 5.433 11.926
C -3.619 5.492 11.237
C -3.665 4.940 9.833
Cl -2.815 5.991 8.671
H -3.963 6.524 11.272
H -4.257 4.896 11.888
H -4.699 4.868 9.498
H -3.219 3.948 9.778
```

Here are the Mulliken charges for atoms 1 to 2, given in e:
1. C 0.21
2. C -0.71



Record 2
Computed, not measured: a 7-piece molecular cluster, C43H65BrF19N2O15PS overall at a distorted geometry, with ωB97M-V/def2-TZVPD.

Calculated values
M = 1353.90 u
Maximum force = 0.1529 hartree/bohr
E_LUMO = 0.006 Eh
DFT total energy = -221127.5501 eV
Structure (SMILES) = [H]/N=C/C[C@]1(C[C@H](C)O)[C@@]([C@H](C)CC)(P(O)Br)NC(=O)[C@]1(CCCS)[C@H](F)CC.CCOC(=O)C(F)(F)F.CCOC(=O)C(F)(F)F.CCOC(=O)C(F)(F)F.CCOC(=O)C(F)(F)F.CCOC(=O)C(F)(F)F.CCOC(=O)C(F)(F)F

XYZ file:
```
147
C43H65BrF19N2O15PS, DFT ωB97M-V/def2-TZVPD
C -3.009 0.863 2.678
C -1.598 1.662 2.265
C -1.094 1.436 0.747
F -0.626 2.802 0.270
C -0.117 0.263 0.294
C -0.886 -0.352 -1.036
C -2.219 -1.243 -0.777
C -3.100 -1.184 -2.198
S -4.529 0.014 -2.045
C 1.085 1.075 -0.561
O 1.244 1.261 -1.866
N 2.009 1.487 0.527
C 2.141 0.292 1.514
C 2.429 1.143 2.863
C 2.305 0.398 4.309
C 1.777 2.650 2.988
C 2.834 3.880 2.686
P 3.943 -0.120 0.898
O 4.028 -1.474 -0.183
Br 5.287 -0.837 2.662
C 0.837 -0.700 1.277
C 0.048 -1.287 2.631
C -1.327 -2.099 2.384
N -1.374 -3.432 2.822
C 1.031 -2.110 0.450
C 1.725 -3.383 1.129
C 2.912 -3.282 2.188
O 2.222 -4.244 -0.001
H -3.716 1.623 3.270
H -2.807 -0.012 3.461
H -3.621 0.524 1.742
H -1.958 2.806 2.304
H -0.786 1.618 3.111
H -2.118 1.335 0.128
H -1.247 0.572 -1.705
H -0.152 -0.947 -1.766
H -2.057 -2.381 -0.568
H -2.920 -0.781 0.041
H -3.464 -2.288 -2.461
H -2.378 -0.877 -3.084
H -5.126 -0.054 -0.766
H 2.949 1.887 0.280
H 3.592 1.444 2.804
H 2.397 -0.763 4.304
H 1.219 0.642 4.741
H 3.064 0.855 5.097
H 1.471 2.770 4.136
H 0.833 2.875 2.369
H 2.582 4.288 1.594
H 3.960 3.578 2.670
H 2.698 4.784 3.424
H 5.004 -1.680 -0.301
H 0.750 -1.993 3.292
H -0.201 -0.421 3.415
H -2.344 -1.718 1.945
H -2.335 -3.810 2.585
H 0.007 -2.601 0.074
H 1.517 -1.775 -0.592
H 0.885 -4.073 1.630
H 2.848 -2.410 2.962
H 2.908 -4.281 2.846
H 3.996 -3.285 1.685
H 3.107 -3.910 -0.328
C -11.313 -1.247 -1.224
C -10.340 -1.269 -2.388
O -9.575 -0.055 -2.427
C -8.494 0.004 -1.585
O -8.169 -0.904 -0.825
C -7.745 1.324 -1.764
F -8.581 2.400 -1.820
F -7.017 1.349 -2.918
F -6.867 1.580 -0.754
H -11.945 -0.353 -1.267
H -11.954 -2.134 -1.239
H -10.785 -1.217 -0.267
H -10.896 -1.324 -3.330
H -9.683 -2.145 -2.350
C 7.131 6.660 -0.248
C 7.749 6.759 1.135
O 6.887 7.488 2.021
C 5.858 6.777 2.583
O 5.650 5.586 2.364
C 5.053 7.658 3.538
F 4.779 8.887 3.014
F 5.715 7.884 4.709
F 3.851 7.116 3.878
H 6.880 7.656 -0.629
H 7.819 6.176 -0.946
H 6.200 6.086 -0.225
H 8.690 7.317 1.077
H 7.985 5.770 1.544
C 1.789 10.365 3.442
C 0.751 10.924 2.487
O 0.989 12.318 2.244
C 1.943 12.612 1.304
O 2.582 11.763 0.688
C 2.059 14.124 1.110
F 2.083 14.806 2.291
F 1.012 14.632 0.400
F 3.188 14.490 0.440
H 1.818 10.954 4.365
H 1.564 9.325 3.693
H 2.791 10.407 3.006
H -0.244 10.846 2.939
H 0.722 10.362 1.547
C 4.134 -0.975 -4.172
C 4.142 -2.180 -5.094
O 5.471 -2.439 -5.573
C 6.291 -3.140 -4.726
O 5.949 -3.537 -3.615
C 7.651 -3.386 -5.378
F 8.151 -2.275 -5.989
F 7.593 -4.354 -6.338
F 8.603 -3.789 -4.489
H 4.578 -0.107 -4.671
H 3.113 -0.726 -3.871
H 4.726 -1.162 -3.272
H 3.523 -1.974 -5.974
H 3.723 -3.067 -4.605
C 0.739 -6.635 -2.040
C -0.741 -6.861 -1.801
O -1.510 -5.772 -2.332
C -1.769 -5.817 -3.678
O -1.381 -6.715 -4.420
C -2.633 -4.628 -4.099
F -2.206 -3.450 -3.561
F -3.932 -4.775 -3.709
F -2.660 -4.440 -5.448
H 1.050 -5.664 -1.637
H 1.333 -7.421 -1.566
H 0.970 -6.623 -3.109
H -0.938 -6.894 -0.724
H -1.077 -7.818 -2.218
C -6.919 -9.972 -0.569
C -6.232 -8.636 -0.357
O -4.935 -8.825 0.230
C -3.924 -9.155 -0.635
O -4.077 -9.295 -1.845
C -2.596 -9.277 0.112
F -2.708 -9.981 1.274
F -2.087 -8.059 0.454
F -1.630 -9.903 -0.617
H -6.960 -10.537 0.369
H -7.938 -9.828 -0.940
H -6.373 -10.589 -1.287
H -6.814 -8.032 0.347
H -6.160 -8.066 -1.289
```

Here are the Mulliken charges for atoms 1 to 2, given in e:
1. C -0.76
2. C -0.69